# 1
Molecular formula: C4H14N2O
Method: DFT, wB97M-V/def2-TZVPD

Element x y z (Å)
C1 1.973 0.050 1.220
C2 1.328 -0.696 0.060
C3 -0.013 -0.195 -0.377
N1 -0.992 -0.332 0.699
C4 -0.421 -0.911 -1.721
N2 -1.443 -0.142 -2.387
H1 2.670 0.823 0.875
H2 1.280 0.694 1.769
H3 2.464 -0.601 1.938
H4 1.236 -1.774 0.263
H5 2.057 -0.741 -0.755
H6 -0.048 0.872 -0.618
H7 -1.852 0.170 0.503
H8 -1.271 -1.309 0.803
H9 0.517 -1.100 -2.236
H10 -0.806 -1.893 -1.419
H11 -1.263 0.841 -2.371
H12 -1.836 -0.542 -3.218
O1 -1.011 2.614 2.317
H13 -1.967 2.437 2.396
H14 -0.602 1.734 2.258

Force components x, y, z for each atom (eV/Å):
-0.1 1.0 0.2
1.0 -0.6 0.2
-1.2 -0.1 -1.3
-0.3 -0.4 0.3
0.1 0.2 1.6
-0.1 -0.7 0.8
0.3 -0.5 -0.2
-0.4 -0.6 0.1
0.1 0.0 0.0
-0.3 0.1 0.4
-0.3 0.4 -0.2
0.6 0.1 0.1
0.2 0.0 -0.2
0.2 0.2 0.1
0.1 0.1 -0.7
-0.1 0.0 -0.2
0.0 0.3 -0.6
0.1 0.3 -0.3
-0.4 -0.4 0.0
0.7 0.1 0.0
-0.3 0.2 -0.1

Its LUMO energy is 1.0 eV. Its SMILES is CC[C@H](N)CN.O.

***

# 2
Molecular formula: C4H14N2O
Method: DFT, wB97M-V/def2-TZVPD

Element x y z (Å)
C1 1.958 -0.446 -0.499
C2 1.160 -0.240 0.777
C3 -0.239 0.279 0.493
N1 -0.889 -0.500 -0.577
C4 -1.010 0.459 1.818
N2 -2.461 0.659 1.682
H1 1.821 0.439 -1.115
H2 1.536 -1.315 -1.001
H3 3.026 -0.590 -0.331
H4 1.174 -1.168 1.355
H5 1.700 0.453 1.426
H6 -0.121 1.302 0.088
H7 -1.812 -0.121 -0.764
H8 -1.103 -1.431 -0.234
H9 -0.527 1.326 2.296
H10 -0.824 -0.371 2.515
H11 -2.741 1.519 2.139
H12 -2.714 0.763 0.707
O1 1.048 -0.185 -3.610
H13 0.584 -0.661 -4.305
H14 0.434 -0.170 -2.862

Force components x, y, z for each atom (eV/Å):
-0.3 0.0 0.2
0.8 -0.1 0.2
-0.2 0.5 0.1
-0.3 0.0 0.4
0.2 0.1 0.3
0.2 0.2 -0.1
0.2 0.0 -0.3
0.3 0.1 -0.4
-0.1 -0.1 0.1
-0.4 -0.2 0.0
-0.2 0.3 0.0
0.0 -0.4 -0.1
0.1 0.2 -0.2
0.2 -0.2 0.0
-0.2 -0.1 0.0
-0.1 -0.1 -0.4
0.0 -0.1 0.0
-0.1 0.0 0.1
-0.1 0.0 0.0
0.0 0.0 0.0
0.0 -0.1 0.0

Its LUMO energy is 0.9 eV. Its SMILES is CC[C@@H](N)CN.O.

***

# 3
Molecular formula: C4H14N2O
Method: DFT, wB97M-V/def2-TZVPD

Element x y z (Å)
C1 -1.784 -1.105 0.114
N1 -0.410 -0.665 0.065
C2 0.406 -1.593 0.839
C3 -0.233 0.724 0.479
C4 1.112 1.282 0.049
N2 1.403 2.618 0.567
H1 -1.838 -2.123 -0.279
H2 -2.272 -1.153 1.100
H3 -2.418 -0.543 -0.580
H4 1.389 -1.209 1.097
H5 0.559 -2.528 0.293
H6 -0.100 -1.860 1.781
H7 -1.009 1.376 0.083
H8 -0.308 0.801 1.578
H9 1.922 0.641 0.389
H10 1.231 1.273 -1.038
H11 1.155 3.338 -0.092
H12 0.935 2.770 1.458
O1 0.034 -0.395 -2.843
H13 0.448 -1.203 -3.153
H14 -0.222 -0.446 -1.909

Force components x, y, z for each atom (eV/Å):
-0.7 -0.6 -0.8
-0.1 0.3 0.0
-0.1 -0.4 0.3
0.3 0.0 0.4
0.8 0.1 -0.1
-0.1 -0.2 0.1
0.1 -0.1 0.1
0.3 0.4 0.1
0.2 0.3 0.3
0.0 0.2 -0.2
-0.1 0.1 -0.1
0.1 0.1 0.0
-0.3 -0.2 -0.2
0.0 0.1 0.1
0.0 -0.3 0.2
-0.3 0.1 0.0
-0.2 0.2 0.1
0.1 0.2 -0.3
-0.2 0.7 -0.6
-0.1 -0.1 0.5
0.4 -0.7 0.2

Its LUMO energy is 0.9 eV. Its SMILES is CN(C)CCN.O.

***

# 4
Molecular formula: C4H14N2O
Method: DFT, wB97M-V/def2-TZVPD

Element x y z (Å)
C1 -2.649 0.876 -0.788
C2 -1.480 0.961 0.277
N1 -1.256 -0.396 0.862
C3 0.183 -0.705 1.440
C4 0.872 -1.421 0.286
N2 1.053 -0.658 -1.068
H1 -3.428 0.324 -0.281
H2 -2.332 0.191 -1.638
H3 -3.022 2.001 -1.096
H4 -1.847 1.559 1.087
H5 -0.554 1.383 -0.291
H6 -1.472 -1.211 0.297
H7 0.066 -1.448 2.290
H8 0.714 0.259 1.700
H9 1.923 -1.702 0.559
H10 0.266 -2.427 0.054
H11 0.210 -0.143 -1.307
H12 1.064 -1.273 -1.894
O1 2.942 1.207 -0.579
H13 2.321 1.517 0.160
H14 2.420 0.424 -0.856

Force components x, y, z for each atom (eV/Å):
0.8 1.3 -0.1
0.3 -1.3 -2.2
1.9 0.4 1.5
-2.0 0.6 -1.8
0.7 -2.1 -2.0
-1.1 -0.8 0.8
-0.6 0.2 0.0
-0.4 1.3 0.6
1.0 -3.1 0.5
0.4 0.8 0.3
-1.3 -0.4 1.4
-0.2 0.6 -0.4
0.3 1.3 -0.8
-0.8 -1.1 0.0
-0.9 0.0 -0.1
1.3 2.0 0.7
-0.1 0.3 0.6
0.5 -0.3 1.0
-1.4 0.7 1.9
1.6 -0.3 -1.5
0.1 0.1 -0.3

Its LUMO energy is 0.8 eV. Its SMILES is CCNCCN.O.